[1]
Density functional theory data (ωB97M-V/def2-TZVPD) for a structure of composition C18H20ClN6O2PdSSe.

Calculated values
- frontier orbital gap (spin up / spin down) (eV) = 7.6328 / 7.6315
- relative energy (zero: lowest compared OMol25 entry of this formula, charge and spin) (eV) = 0.4943
- strongest force on any atom (eV/A) = 0.75
- HOMO (spin up / spin down) (eV) = -10.7 / -10.7
- charge = +1

Element x y z (Å)
Pd (-0.405, -0.492, 1.049)
Se (-2.127, 1.211, 1.039)
Cl (4.052, -1.565, -1.150)
S (-0.859, -1.070, 3.246)
O (2.094, 0.063, 0.631)
O (1.089, -1.874, 1.001)
N (0.266, 2.836, 1.171)
N (-0.649, 2.851, -0.795)
N (-1.912, -2.427, 0.772)
N (-0.649, -0.984, -1.076)
N (-2.317, -2.981, 1.924)
N (-2.274, -3.038, 4.202)
C (0.514, 3.602, -0.916)
C (1.106, 3.574, 0.340)
C (1.095, 4.266, -1.987)
C (2.321, 4.198, 0.590)
C (2.301, 4.893, -1.739)
C (-1.447, -2.001, -1.459)
C (0.580, 2.514, 2.554)
C (-1.577, -2.335, -2.797)
C (-0.859, -1.636, -3.757)
C (-0.779, 2.394, 0.462)
C (-0.007, -0.630, -3.349)
C (2.127, -1.165, 0.709)
C (-1.866, -2.426, 3.087)
C (0.067, -0.340, -1.995)
C (-2.967, -4.007, -0.809)
C (3.393, -1.953, 0.459)
C (2.904, 4.857, -0.474)
C (-2.147, -2.824, -0.405)
H (-2.887, -3.818, 1.948)
H (2.792, 4.163, 1.562)
H (3.202, -3.020, 0.494)
H (0.605, -0.081, -4.051)
H (-2.361, -4.724, -1.364)
H (0.783, 3.436, 3.095)
H (-3.798, -3.706, -1.448)
H (-1.336, 2.661, -1.507)
H (-0.955, -1.894, -4.803)
H (0.744, 0.418, -1.619)
H (-2.857, -3.857, 4.188)
H (-1.978, -2.676, 5.093)
H (-3.389, -4.527, 0.050)
H (4.142, -1.680, 1.199)
H (2.796, 5.423, -2.541)
H (-0.279, 2.013, 2.993)
H (-2.223, -3.148, -3.093)
H (0.633, 4.294, -2.964)
H (1.448, 1.855, 2.572)
H (3.852, 5.356, -0.331)

***

[2]
Density functional theory data (ωB97M-V/def2-TZVPD) for the molecule C18H20F2N2O4.

Calculated values
- frontier orbital gap (eV) = 9.7421
- relative energy (zero: lowest compared OMol25 entry of this formula, charge and spin) (eV) = 0.0103
- strongest force on any atom (eV/A) = 1.15
- HOMO (eV) = -9.0
- structure (SMILES) = CCN(C[C@H]1CCCO1)C(=O)c1cc(COc2ccc(F)cc2F)on1
- charge = 0

Element x y z (Å)
F (3.365, 0.908, 1.741)
F (4.522, -3.380, 0.265)
O (-3.956, -1.766, -0.319)
O (1.469, 1.560, -1.263)
O (4.188, 1.982, -0.847)
O (-2.138, 2.198, 1.164)
N (-1.873, -0.028, 0.854)
N (0.227, 1.085, -1.025)
C (-4.261, -0.586, 0.417)
C (3.927, -1.230, 0.998)
C (4.868, -1.559, -1.196)
C (4.757, -0.206, -1.436)
C (-0.136, 1.506, 0.160)
C (3.259, 2.848, -0.223)
C (-1.475, 1.253, 0.767)
C (1.877, 2.280, -0.206)
C (3.842, 0.126, 0.741)
C (-1.049, -1.162, 0.472)
C (-4.421, 0.552, -0.604)
C (4.438, -2.059, 0.021)
C (-0.008, -1.485, 1.541)
C (4.235, 0.672, -0.483)
C (-3.679, 0.021, -1.829)
C (-3.157, -0.312, 1.457)
C (-3.934, -1.479, -1.706)
C (0.890, 2.296, 0.737)
H (-1.719, -2.010, 0.329)
H (-4.060, 0.427, -2.763)
H (-4.906, -1.743, -2.147)
H (-0.488, -1.700, 2.494)
H (-5.477, 0.697, -0.836)
H (-3.159, -2.096, -2.165)
H (3.556, 3.100, 0.802)
H (0.885, 2.770, 1.694)
H (-0.556, -0.947, -0.478)
H (-4.013, 1.486, -0.230)
H (-2.613, 0.236, -1.758)
H (0.670, -0.646, 1.681)
H (5.271, -2.225, -1.940)
H (3.606, -1.617, 1.952)
H (3.289, 3.757, -0.833)
H (5.070, 0.216, -2.377)
H (0.571, -2.354, 1.240)
H (-3.449, 0.557, 2.052)
H (-3.060, -1.185, 2.106)
H (-5.193, -0.756, 0.975)

***

[3]
Density functional theory data (ωB97M-V/def2-TZVPD) for the molecule C18H20F2O6.

Calculated values
- frontier orbital gap (eV) = 8.9191
- strongest force on any atom (eV/A) = 6.98
- HOMO (eV) = -8.5
- structure (SMILES) = COc1c(C)c2c(c(O)c1C[C@H]1C(F)(F)[C@]1(C)CCC(=O)O)C(=O)OC2
- charge = 0

Element x y z (Å)
F (-1.368, 0.877, -3.521)
F (-3.443, 0.331, -2.522)
O (-0.626, 0.182, 2.602)
O (1.738, 0.033, 4.098)
O (1.565, 4.374, -0.090)
O (0.816, 2.412, 0.603)
O (3.509, -0.650, 2.791)
O (-0.208, -2.485, -1.375)
C (0.597, 3.547, 0.161)
C (2.753, -3.043, -0.814)
C (0.397, -1.950, -0.299)
C (2.215, -0.405, 3.025)
C (3.634, -1.657, 1.736)
C (-1.224, 3.091, -1.569)
C (-3.230, 2.047, -0.135)
C (-1.481, 0.428, -1.020)
C (-2.052, 1.815, -1.163)
C (1.470, -0.810, 2.010)
C (0.148, -0.497, 1.755)
C (-2.180, 0.818, -2.344)
C (-1.789, -0.717, 0.055)
C (2.241, -1.543, 1.124)
C (1.750, -2.240, 0.011)
C (-0.437, -1.107, 0.584)
C (-0.771, 3.843, -0.365)
C (-0.593, -3.854, -1.176)
H (-1.815, 3.759, -2.202)
H (-3.976, 1.243, 0.025)
H (2.320, 3.838, 0.253)
H (-2.987, 2.253, 0.943)
H (2.351, -4.149, -0.799)
H (-1.355, -4.247, -1.881)
H (3.759, -3.116, -0.426)
H (3.783, -2.664, 2.108)
H (-2.344, -1.577, -0.316)
H (-1.556, 3.860, 0.487)
H (4.463, -1.434, 1.075)
H (2.719, -2.664, -1.847)
H (-0.374, 2.804, -2.153)
H (0.260, -4.447, -1.122)
H (-0.288, 0.000, 3.505)
H (-0.788, 4.843, -0.711)
H (-3.745, 2.855, -0.576)
H (-2.408, -0.283, 0.884)
H (-0.433, 0.359, -1.278)
H (-1.019, -4.075, -0.129)

***

[4]
Density functional theory data (ωB97M-V/def2-TZVPD) for a cluster of 2 separate species, C18H20F3N3O2S2 in total.

Calculated values
- frontier orbital gap (eV) = 6.3327
- relative energy (zero: lowest compared OMol25 entry of this formula, charge and spin) (eV) = 0.0000
- strongest force on any atom (eV/A) = 3.49
- HOMO (eV) = -7.0
- structure (SMILES) = CN(SC(F)(F)F)S(=O)(=O)c1ccccc1.C=C1N(C)c2ccccc2N1C
- charge = 0

Element x y z (Å)
S (-3.678, 0.547, -1.179)
S (-1.921, 2.239, -3.418)
F (-5.196, -1.376, -1.952)
F (-3.136, -1.534, -2.707)
F (-4.532, -0.099, -3.657)
O (-1.594, 3.637, -3.286)
O (-2.835, 1.804, -4.438)
N (0.449, -1.751, 2.065)
N (-2.317, 1.626, -1.909)
N (0.642, 0.420, 2.339)
C (1.637, -1.524, 2.732)
C (-0.253, -0.585, 1.934)
C (0.419, 1.818, 2.203)
C (0.153, -0.998, -3.039)
C (1.394, 0.794, -1.988)
C (-1.293, -0.432, 1.023)
C (-0.098, -3.036, 1.739)
C (1.758, -0.145, 2.942)
C (-0.377, 1.296, -3.504)
C (2.691, -2.391, 3.013)
C (3.986, -0.453, 3.721)
C (1.085, -0.588, -2.067)
C (2.922, 0.428, 3.464)
C (-1.588, 2.269, -0.844)
C (0.653, 1.740, -2.687)
C (-4.136, -0.645, -2.473)
C (-0.483, -0.057, -3.831)
C (3.883, -1.846, 3.522)
H (0.717, -3.671, 1.372)
H (0.714, 2.817, -2.545)
H (-0.499, 2.143, -0.888)
H (-1.826, -1.275, 0.603)
H (4.754, -2.472, 3.793)
H (1.360, 2.314, 2.417)
H (1.632, -1.332, -1.465)
H (-1.804, 3.323, -0.629)
H (4.916, -0.038, 4.116)
H (-1.916, 1.716, 0.037)
H (2.553, -3.453, 2.820)
H (-0.281, 2.216, 2.952)
H (0.111, 2.096, 1.180)
H (-1.104, -0.271, -4.698)
H (-1.231, 0.532, 0.581)
H (2.218, 1.149, -1.346)
H (-0.544, -3.503, 2.625)
H (-0.897, -2.909, 1.001)
H (2.916, 1.503, 3.681)
H (-0.021, -2.043, -3.323)

***

[5]
Density functional theory data (ωB97M-V/def2-TZVPD) for the molecule C18H20F3N3O5.

Calculated values
- frontier orbital gap (eV) = 9.3078
- strongest force on any atom (eV/A) = 0.66
- HOMO (eV) = -8.9
- structure (SMILES) = CCC1(CC)NC(=O)N(CC(=O)OCC(=O)Nc2ccc(C(F)(F)F)cc2)C1=O
- charge = 0

Element x y z (Å)
F (5.874, 3.780, -1.309)
F (4.861, 3.620, -3.200)
F (5.530, 1.847, -2.187)
O (0.273, 3.177, 2.721)
O (-3.145, -2.741, 1.037)
O (-1.471, 0.763, -1.324)
O (-4.264, 2.141, 0.913)
O (-2.299, 1.179, 1.427)
N (-0.590, -1.303, -0.837)
N (-0.055, 2.469, 0.572)
N (-2.628, -0.857, -0.148)
C (1.339, 2.312, -1.354)
C (-1.016, -3.709, -1.029)
C (3.647, 2.950, -1.281)
C (-0.425, 2.702, 1.855)
C (3.513, 3.302, 0.055)
C (-3.811, -0.082, 0.116)
C (4.967, 3.060, -1.982)
C (2.294, 3.160, 0.691)
C (-1.880, 2.329, 2.154)
C (-1.440, -4.996, -0.334)
C (2.555, 2.455, -1.987)
C (-2.382, -2.104, 0.362)
C (-3.507, 1.216, 0.854)
C (-0.091, -2.667, 1.156)
C (-1.530, -0.345, -0.840)
C (-0.973, -2.486, -0.093)
C (1.198, 2.658, -0.008)
C (1.361, -3.008, 0.846)
H (-1.599, -5.775, -1.076)
H (-4.473, -0.697, 0.736)
H (-2.367, -4.845, 0.212)
H (4.361, 3.689, 0.598)
H (1.444, -3.957, 0.325)
H (0.313, -1.183, -1.261)
H (-0.539, -3.448, 1.771)
H (1.827, -2.234, 0.240)
H (-0.029, -3.832, -1.480)
H (-2.533, 3.176, 1.904)
H (-1.720, -3.483, -1.834)
H (2.665, 2.190, -3.028)
H (1.918, -3.084, 1.776)
H (-1.967, 2.125, 3.226)
H (2.188, 3.436, 1.727)
H (-0.678, -5.339, 0.360)
H (-0.128, -1.735, 1.726)
H (0.486, 1.931, -1.894)
H (-4.328, 0.173, -0.814)
H (-0.745, 2.066, -0.060)

***

Computed energy (eV) in order:
-124206.0268; -35593.9284; -36707.2854; -57374.5410; -41854.3981